{"formula": "C24H75N4O12Si", "method": "ωB97M-V/def2-TZVPD", "elements": ["Si", "O", "O", "O", "O", "O", "O", "O", "O", "O", "O", "O", "O", "N", "N", "N", "N", "C", "C", "C", "C", "C", "C", "C", "C", "C", "C", "C", "C", "C", "C", "C", "C", "C", "C", "C", "C", "C", "C", "C", "C", "H", "H", "H", "H", "H", "H", "H", "H", "H", "H", "H", "H", "H", "H", "H", "H", "H", "H", "H", "H", "H", "H", "H", "H", "H", "H", "H", "H", "H", "H", "H", "H", "H", "H", "H", "H", "H", "H", "H", "H", "H", "H", "H", "H", "H", "H", "H", "H", "H", "H", "H", "H", "H", "H", "H", "H", "H", "H", "H", "H", "H", "H", "H", "H", "H", "H", "H", "H", "H", "H", "H", "H", "H", "H", "H"], "coordinates": [[-0.221632, -0.806726, -0.507541], [-0.583712, 3.432364, -4.287184], [9.857082, 0.763800, -0.738835], [-9.598764, -3.844232, 1.005340], [6.010725, 6.324204, -0.980217], [-1.655261, 1.387836, 5.604777], [-8.386483, -2.560667, -1.081454], [0.148981, 1.439218, 3.174799], [-9.342116, -7.966807, -0.023624], [0.708587, -3.192087, -4.426456], [-6.147414, -0.466470, 1.752111], [-3.194551, 1.745281, 0.832977], [2.944098, 4.692154, 4.608412], [2.461813, -2.204496, 1.624274], [7.044626, 2.917241, -2.326003], [6.699222, 0.970887, -0.977302], [6.346464, 3.207087, -0.169596], [5.603011, 6.386077, -2.346642], [-8.974420, -4.780292, 1.873275], [-7.377849, -2.655102, -2.087279], [1.664376, -1.185216, -0.396360], [-1.145881, 4.094706, -3.156842], [1.859477, -2.524741, 0.326295], [-7.461840, -1.039709, 1.812300], [2.174161, -0.152695, 0.657230], [3.137805, 5.645593, 3.564706], [0.894006, -2.208982, -5.444404], [-0.946388, -1.191213, 1.189142], [4.673036, -0.465548, -1.255598], [-1.084866, -1.895498, -1.773745], [1.228975, 2.228248, 3.702037], [-10.661664, -8.505118, 0.033429], [-1.692592, 0.098610, 6.202256], [2.264505, -1.191681, -1.819754], [10.795761, 0.688728, 0.335068], [5.900574, 0.192809, -1.930525], [2.667551, -0.966712, 1.772651], [6.704097, 2.376944, -1.237556], [3.398485, -0.198993, -2.062227], [-4.465084, 2.175037, 0.330107], [-0.378821, 1.032760, -0.892679], [-8.726221, -8.694242, 0.110861], [-0.608101, 5.025232, -2.958643], [6.465047, 6.539496, -2.998005], [1.072963, -3.271119, 0.281770], [0.873197, 2.880497, 4.497216], [-0.311462, -0.843522, 2.001974], [3.677092, -0.302750, -3.110604], [-1.404677, 1.294291, -1.120946], [3.068339, 0.833432, -1.968648], [5.340426, 3.216168, -0.036293], [1.063285, -2.683717, -6.412529], [-4.802594, 3.062048, 0.869457], [-9.129966, -5.802358, 1.518787], [5.134210, 5.438971, -2.599185], [6.622928, 4.153366, -0.411573], [1.976982, 1.549077, 4.107061], [-7.585924, -1.784157, 1.026882], [-2.194944, 0.187327, 7.161721], [-1.866639, -0.612871, 1.261411], [10.243173, 0.304051, -1.491974], [3.297671, 5.143742, 2.605708], [-3.318836, 1.534433, 1.764914], [10.369529, 1.208410, 1.188412], [-9.196659, -3.942956, 0.132765], [-0.010097, -1.607847, -5.498276], [-10.850381, -8.961178, 1.008136], [1.741239, -1.559123, -5.205152], [-0.505488, 2.053339, 2.818853], [0.335996, 3.236406, -4.083076], [-7.402782, -1.778685, -2.738174], [4.625866, 0.000263, -0.276727], [-9.237628, -2.515180, -1.532648], [2.241852, 6.257025, 3.500356], [-4.348231, 2.420912, -0.722944], [-5.516984, -1.181652, 1.881484], [-0.816640, -1.565375, -2.771241], [1.468176, -0.936633, -2.516699], [-0.822857, -2.937423, -1.619642], [-2.155025, -1.768226, -1.631493], [-2.248661, -0.603820, 5.574677], [-0.679499, -0.281221, 6.366352], [2.670242, -3.023980, -0.219162], [4.884252, 7.195886, -2.494900], [11.734440, 1.169699, 0.054951], [3.110406, -0.544150, 2.659934], [6.528543, -0.610011, -2.307996], [-9.415987, -4.677280, 2.862359], [1.512142, -3.721186, -4.388105], [-0.025686, 1.628653, -0.054914], [2.596243, -2.178022, -2.131783], [7.337316, 2.201125, -2.991924], [-7.898917, -4.579683, 1.940278], [10.986240, -0.351734, 0.607087], [4.823340, -1.529321, -1.074558], [7.666494, 0.662437, -0.982850], [-6.412324, -2.702887, -1.589703], [3.992465, 6.288238, 3.783762], [-10.808106, -9.250459, -0.751818], [2.689364, -2.926065, 2.298429], [6.428361, 7.164097, -0.763522], [3.744255, 4.158959, 4.660797], [-2.184557, 4.324766, -3.377379], [-1.183625, -2.240937, 1.329129], [-1.208122, 1.302804, 4.754363], [0.277367, 1.254197, -1.734209], [1.678618, 2.831068, 2.911054], [-7.620992, -1.502300, 2.788882], [-1.102496, 3.449380, -2.275951], [-5.199725, 1.376347, 0.435765], [5.550638, 0.792653, -2.765725], [-7.516126, -3.556317, -2.688833], [-11.362313, -7.688321, -0.117301], [2.826347, 0.652327, 0.345349], [-8.187271, -0.244257, 1.669390], [1.343416, 0.373245, 1.155413]], "forces_ev_per_a": [[-0.571, -0.067, 0.091], [-0.074, -0.070, 0.062], [-0.089, -0.131, -0.085], [-0.137, -0.234, 0.174], [-0.039, -0.038, 0.020], [-0.067, -0.006, -0.003], [0.110, -0.102, -0.404], [0.052, -0.044, -0.055], [-0.021, -0.015, 0.006], [0.111, 0.102, 0.067], [0.068, 0.092, -0.006], [0.182, -0.058, 0.068], [0.027, -0.078, -0.139], [-0.890, -0.858, 0.036], [0.147, -0.087, -0.695], [-0.430, 0.025, -0.135], [0.046, 0.079, 0.165], [0.101, 0.194, 0.114], [-0.044, 0.034, -0.309], [-0.282, 0.012, -0.052], [-1.066, 0.177, 0.426], [0.343, -0.094, -0.075], [1.809, -0.709, -1.720], [0.334, -0.256, 0.050], [-0.561, -0.230, 0.146], [0.126, -0.179, 0.123], [0.131, -0.200, 0.108], [0.217, 0.356, -0.282], [-0.058, 0.841, -0.030], [0.459, 0.702, 0.529], [-0.296, 0.130, -0.117], [0.241, -0.099, 0.024], [0.085, 0.161, -0.254], [-0.044, 1.096, 0.109], [-0.001, -0.085, -0.175], [0.156, -0.797, 0.638], [0.510, 1.140, 0.066], [0.058, 0.322, 0.059], [0.358, -0.818, -0.211], [-0.062, -0.096, 0.172], [0.545, -0.736, 0.042], [-0.024, 0.103, -0.021], [-0.118, 0.048, 0.111], [-0.059, -0.061, -0.092], [-0.503, 0.280, 0.877], [0.144, 0.036, 0.034], [0.013, -0.019, 0.199], [-0.081, 0.018, -0.221], [-0.132, 0.121, -0.013], [-0.064, 0.187, 0.226], [0.087, -0.237, 0.339], [-0.013, 0.106, -0.056], [-0.080, 0.023, -0.088], [0.081, -0.049, 0.095], [0.059, -0.049, 0.038], [-0.187, 0.162, -0.029], [-0.060, -0.057, 0.030], [-0.204, 0.025, 0.050], [-0.005, 0.033, 0.002], [-0.187, -0.024, 0.034], [-0.018, 0.109, 0.036], [0.004, 0.111, -0.062], [-0.083, 0.001, -0.087], [-0.056, 0.025, -0.037], [0.060, 0.212, 0.223], [-0.030, -0.030, 0.034], [-0.115, -0.007, -0.022], [-0.026, 0.074, -0.092], [0.056, -0.069, -0.094], [-0.071, 0.051, -0.087], [0.107, -0.015, -0.029], [-0.037, -0.024, 0.226], [0.027, 0.123, 0.121], [-0.027, -0.023, 0.048], [0.125, 0.008, 0.012], [-0.076, 0.060, -0.010], [-0.040, -0.268, -0.269], [-0.076, -0.069, -0.228], [-0.017, -0.205, -0.216], [-0.166, -0.051, -0.043], [0.004, -0.095, 0.093], [-0.042, -0.101, 0.066], [0.020, -0.254, 0.096], [-0.022, -0.037, -0.079], [0.024, 0.009, 0.093], [0.191, -0.175, 0.257], [0.059, -0.001, -0.374], [-0.018, 0.066, -0.010], [-0.134, -0.042, -0.043], [-0.163, 0.171, 0.148], [0.029, -0.290, 0.226], [0.172, 0.148, 0.022], [0.016, -0.085, 0.113], [0.047, 0.030, 0.087], [0.025, -0.185, -0.201], [0.060, 0.060, 0.267], [-0.025, 0.012, 0.060], [-0.025, 0.069, -0.094], [-0.114, 0.000, 0.018], [0.013, 0.157, 0.120], [-0.008, -0.114, 0.044], [-0.049, 0.101, 0.117], [0.008, -0.029, -0.089], [-0.026, -0.184, 0.024], [0.108, -0.059, 0.089], [-0.104, 0.145, -0.260], [0.064, 0.050, 0.072], [-0.156, 0.013, -0.020], [-0.087, 0.110, 0.090], [-0.079, 0.076, -0.019], [0.126, 0.176, -0.163], [0.113, 0.006, -0.039], [0.042, 0.044, -0.001], [0.313, -0.082, -0.098], [0.063, 0.059, -0.012], [-0.143, 0.201, -0.085]], "lowdin_charge": [0.569, -0.126, -0.142, -0.142, -0.146, -0.131, -0.148, -0.159, -0.138, -0.140, -0.145, -0.153, -0.136, 0.150, 0.152, 0.013, 0.108, -0.155, -0.155, -0.128, -0.387, -0.152, -0.102, -0.128, -0.114, -0.148, -0.148, -0.142, -0.178, -0.140, -0.122, -0.154, -0.156, -0.172, -0.136, -0.204, 0.020, -0.549, -0.198, -0.131, -0.140, 0.073, 0.079, 0.080, 0.133, 0.085, 0.012, 0.111, 0.029, 0.118, 0.077, 0.081, 0.082, 0.058, 0.066, 0.053, 0.078, 0.050, 0.079, 0.027, 0.080, 0.068, 0.069, 0.081, 0.039, 0.080, 0.076, 0.068, 0.091, 0.065, 0.080, 0.081, 0.094, 0.081, 0.076, 0.067, 0.020, 0.084, 0.037, 0.040, 0.074, 0.073, 0.128, 0.075, 0.080, 0.161, 0.117, 0.078, 0.074, 0.032, 0.116, 0.052, 0.071, 0.077, 0.113, 0.081, 0.076, 0.079, 0.075, 0.190, 0.079, 0.077, 0.081, 0.037, 0.023, 0.032, 0.074, 0.080, 0.050, 0.058, 0.104, 0.081, 0.078, 0.126, 0.086, 0.092], "e_homo_ev": -10.891, "max_force_ev_per_a": 2.60, "homo_lumo_gap_ev": 7.48, "total_charge": 1}